*one*
Entry from OMol25: a gas-phase ion, C5H13NO (charge +1) (wB97M-V/def2-TZVPD).

CARTESIAN COORDINATES (ANGSTROEM)
C  -0.3611  1.2919  -0.6266
C  -0.5506  -0.0310  0.1661
C  -0.6682  0.2793  1.6637
C  -1.5627  1.4547  2.0805
N  0.5457  -0.9249  -0.0236
C  0.7944  -1.5696  -1.2994
O  1.8038  -0.8082  -1.9491
H  -0.0313  1.0856  -1.6371
H  -1.2293  1.9311  -0.7024
H  0.3435  1.9534  -0.1178
H  -1.4672  -0.4760  -0.2322
H  0.2924  0.4333  2.1331
H  -1.0518  -0.6047  2.1268
H  -2.5199  1.4392  1.5736
H  -1.6954  1.3439  3.1496
H  -1.0278  2.3808  1.8801
H  1.3601  -0.6828  0.5456
H  -0.1086  -1.5425  -1.9027
H  1.2135  -2.5624  -1.1446
H  1.7513  0.1268  -1.6996

Properties
⟨S²⟩ ... 0.76
M ... 103.16 g mol⁻¹
Gap between HOMO and LUMO (alpha / beta) ... 12.98 / 7.90 eV
2S+1 ... 2
Charge ... +1

natural (NBO) population analysis, charges in e, atoms 1 to 2:
1. C -0.6077
2. C -0.1081

***

*two*
Entry from OMol25: 2 unconnected molecules or ions with the total composition C5H13NO (wB97M-V/def2-TZVPD).

CARTESIAN COORDINATES (ANGSTROEM)
C  -2.5331  0.8013  1.0169
C  -1.5924  -0.2714  0.3661
C  -0.0985  0.0696  0.4220
C  0.7385  -0.7160  -0.3476
N  2.1553  -0.7464  -0.1947
C  0.2663  1.0714  1.5185
H  -3.6172  0.7717  0.8085
H  -2.1812  1.7828  0.7264
H  -2.4855  0.6982  2.0705
H  -1.9063  -0.5299  -0.6867
H  -1.7464  -1.2545  0.8348
H  0.3981  -1.0664  -1.3496
H  2.4551  -0.9518  0.7660
H  2.6440  -1.3439  -0.8285
H  0.0386  0.7587  2.5447
H  1.3860  1.1649  1.4819
H  -0.1224  2.1029  1.1796
H  2.4294  -0.8745  -4.0567
H  1.9882  -0.4014  -2.8236
O  1.7836  -1.0654  -3.4485

Properties
⟨S²⟩ ... 0.76
M ... 103.16 g mol⁻¹
Gap between HOMO and LUMO (alpha / beta) ... 10.48 / 8.22 eV
2S+1 ... 2
Charge ... +1

natural (NBO) population analysis, charges in e, atoms 1 to 2:
1. C -0.6122
2. C -0.4888

***

*two* comes first in stability; the runner-up is 3.9 kcal/mol higher.